A cluster of 14 separate species, C24H76O14 in total at a distorted geometry. Source: the Open Molecules 2025 dataset; level of theory: ωB97M-V with the def2-TZVPD basis set.

XYZ file:
```
114
Properties=species:S:1:pos:R:3:forces:R:3
C -3.9098 4.7195 -18.8798 -0.23 0.88 -0.18
C -2.5141 5.2322 -18.5727 0.33 -1.51 1.43
C -1.4367 4.1969 -19.0191 -1.03 0.70 -0.26
O -2.3267 6.4816 -19.1690 0.71 0.76 -1.04
H -4.6641 5.4340 -18.5503 0.02 0.26 0.22
H -4.2109 3.7781 -18.4202 0.44 -0.21 -0.39
H -3.9546 4.7742 -19.9675 -0.36 -0.79 -0.14
H -2.3825 5.3909 -17.5024 -0.04 -0.21 0.29
H -1.7173 3.7944 -19.9924 0.04 -0.05 -0.12
H -1.4832 3.3712 -18.3090 0.29 0.06 0.01
H -0.4372 4.6207 -19.1170 -0.02 0.02 0.33
H -2.8901 7.1465 -18.7663 -0.17 -0.02 0.03
C -1.7130 9.3153 -26.9319 -0.16 0.67 0.97
C -2.3242 10.5987 -27.5079 0.93 0.46 -0.79
C -2.0621 11.9176 -26.7827 -0.77 -0.10 1.63
O -1.7659 10.8706 -28.7956 -0.56 -0.68 -0.92
H -1.6826 8.4247 -27.5595 -0.38 0.39 -0.47
H -2.3249 9.0803 -26.0610 0.22 -0.24 0.29
H -0.6908 9.4927 -26.5975 0.13 0.09 0.16
H -3.3950 10.4212 -27.6084 -0.01 0.21 -0.38
H -2.3189 11.8901 -25.7237 0.39 -0.41 0.35
H -2.7003 12.7486 -27.0833 -0.01 -0.26 -0.84
H -1.0288 12.2466 -26.8930 0.10 -0.18 0.07
H -0.8360 11.0628 -28.6539 0.09 0.02 -0.05
C -4.9686 2.8211 -23.8540 -1.73 -0.80 0.34
C -4.1521 4.0202 -23.5806 0.17 0.63 0.60
C -4.9096 5.2704 -23.0307 -0.74 -0.57 -0.63
O -3.2248 3.5865 -22.6350 0.83 -0.36 0.68
H -5.6805 3.0332 -24.6517 -0.23 -0.31 0.12
H -5.4571 2.5522 -22.9174 -0.79 0.43 0.08
H -4.4973 1.8502 -24.0063 0.90 0.50 -0.77
H -3.6121 4.3054 -24.4834 0.00 0.33 -0.33
H -4.2936 6.1680 -23.0837 -0.15 -0.03 -0.15
H -5.3570 5.2428 -22.0371 0.83 -0.73 0.53
H -5.8617 5.3753 -23.5509 0.19 0.43 -0.90
H -2.6610 4.3442 -22.4630 0.60 0.42 0.58
C -0.2240 7.5101 -21.8089 1.18 0.00 -0.26
C -1.4403 6.9642 -22.4536 -0.37 1.56 -1.15
C -1.2920 6.7443 -23.9748 -0.46 -0.35 0.26
O -1.8126 5.8220 -21.7791 -0.45 -2.11 -0.83
H -0.3451 7.5750 -20.7276 -0.14 0.61 -0.05
H 0.0662 8.4238 -22.3276 0.11 0.28 0.56
H 0.5861 6.7919 -21.9357 0.22 -0.13 -0.20
H -2.2324 7.7086 -22.3727 -0.36 0.31 0.19
H -0.5379 5.9856 -24.1843 -0.05 -0.06 -0.15
H -1.1123 7.6329 -24.5799 0.70 0.42 0.64
H -2.2534 6.4919 -24.4221 -0.16 -0.81 0.26
H -1.9563 6.0073 -20.8482 -0.14 0.48 0.47
C 4.1364 3.4476 -20.0920 -1.05 0.09 0.11
C 3.7699 3.7689 -21.5706 0.81 -1.47 1.18
C 2.2984 3.9697 -21.8748 0.69 -0.35 0.29
O 4.4879 4.8884 -21.9331 0.42 2.53 -0.58
H 3.7850 2.4871 -19.7150 0.24 -0.34 -0.43
H 3.6556 4.1321 -19.3932 -0.08 0.50 -0.21
H 5.2052 3.5582 -19.9091 0.09 -0.27 -0.19
H 4.2333 3.0123 -22.2038 -0.70 -0.96 0.02
H 1.9102 4.7765 -21.2532 -0.11 0.10 -0.15
H 1.7638 3.0494 -21.6398 -0.13 0.05 -0.08
H 2.2031 4.1888 -22.9383 -0.24 0.12 0.07
H 5.3852 4.8018 -21.6030 0.03 0.06 -0.04
C -4.8581 8.6446 -24.6355 -0.37 -0.24 0.01
O -6.0153 8.3483 -23.9130 -1.15 -0.35 0.74
H -4.2856 7.7190 -24.6946 0.72 0.27 -0.18
H -5.1987 8.9352 -25.6294 0.74 0.46 -0.28
H -4.3720 9.4293 -24.0558 0.41 0.00 -0.53
H -6.3981 7.5828 -24.3477 -0.31 -0.06 0.24
C 2.2976 7.2478 -18.6474 0.26 0.93 -0.25
O 3.1624 8.0679 -17.8571 0.29 -0.67 0.27
H 1.2724 7.6094 -18.5687 -0.23 -0.39 0.20
H 2.5490 7.2859 -19.7073 0.18 0.01 -0.13
H 2.4290 6.2129 -18.3313 -0.20 0.20 0.27
H 3.1465 9.0005 -18.0842 -0.36 -0.13 -0.38
C -0.4531 12.5774 -23.5848 1.19 -1.85 0.14
O -0.6528 11.1657 -23.2244 -1.13 1.42 0.24
H -1.3385 13.1834 -23.3930 -0.06 -0.38 -0.15
H 0.3829 12.9275 -22.9793 -0.05 0.43 0.02
H -0.1320 12.5698 -24.6264 -0.34 0.60 -0.09
H 0.1148 10.6505 -23.4830 0.22 -0.10 -0.17
C -0.5900 2.6788 -23.9602 -0.13 -0.63 0.39
O -1.3994 1.5869 -23.4972 0.97 0.28 -0.36
H -1.0946 3.2164 -24.7629 0.08 0.14 -0.12
H -0.3090 3.3686 -23.1644 -0.36 0.20 0.20
H 0.3691 2.2894 -24.3016 -0.18 -0.28 -0.30
H -2.1540 1.9833 -23.0555 -0.32 0.35 0.14
C 2.0033 10.2722 -25.2377 0.26 0.48 -1.88
O 1.2833 9.4147 -24.3852 0.21 0.90 0.64
H 1.8258 9.9944 -26.2766 -0.27 0.05 -0.16
H 1.7223 11.3211 -25.1430 -0.43 -0.10 0.36
H 3.0922 10.2939 -25.1929 0.17 -0.57 0.84
H 1.1492 8.5747 -24.8302 0.24 -0.65 -0.13
C 3.4704 8.8822 -21.9212 0.58 -0.45 0.20
O 3.0048 10.1573 -22.3370 0.26 -0.53 0.56
H 4.3456 8.5566 -22.4835 0.10 0.04 -0.37
H 3.8134 8.8450 -20.8872 -0.20 0.61 0.17
H 2.7297 8.0868 -22.0026 -0.31 0.11 -0.17
H 2.4154 9.9300 -23.0598 -0.30 0.13 -0.06
C -2.1678 11.0046 -20.1769 -0.19 0.36 0.51
O -2.0844 12.2830 -20.7646 0.07 0.24 -0.51
H -1.3367 10.8752 -19.4836 0.06 -0.29 0.14
H -3.1078 11.0212 -19.6255 0.13 -0.43 0.13
H -2.1607 10.2055 -20.9182 -0.05 -0.07 -0.03
H -1.4868 12.1815 -21.5091 0.12 0.02 -0.11
C -5.1691 9.7397 -20.7280 0.17 0.05 -0.88
O -5.5957 9.8197 -19.3998 -0.11 0.33 0.75
H -6.0101 9.5512 -21.3953 0.12 -0.59 -0.15
H -4.7005 10.6419 -21.1212 0.08 0.37 0.29
H -4.3877 8.9803 -20.7544 -0.32 -0.27 -0.29
H -6.2616 10.5096 -19.3518 -0.05 0.02 0.17
C 1.2113 6.3276 -26.7372 0.96 0.41 -1.23
O 1.7923 7.0498 -25.6678 -0.90 0.36 0.90
H 0.3221 6.8065 -27.1472 -0.20 0.20 0.76
H 1.9394 6.4883 -27.5323 -0.08 -0.90 -0.55
H 1.0021 5.2755 -26.5438 0.13 0.06 0.16
H 2.5916 6.6221 -25.3519 -0.01 -0.14 -0.07
```
Positions in Å, forces in eV/Å.

Output
* DFT total energy: -54780.175 eV
* lowest unoccupied orbital energy: 0.250 eV
* frontier orbital gap: 10.08 eV
* highest occupied orbital energy: -9.8257 eV
* energy relative to the best compared isomer or geometry (same formula, charge and spin): 156.30 kcal per mole